The following is a quantum chemistry calculation of a molecular structure, C10H7IrN2O5, from the OMol25 dataset.

2S+1 = 5
Lowest unoccupied orbital energy (spin up / spin down) = -8.150 / -12.066 eV
⟨S²⟩ = 6.060
Energy above the lowest of the compared OMol25 structures with the same formula, charge and spin = 187.8 kJ/mol
Net charge = +2

Cartesian coordinates (Å):
1 O 1.524 4.743 -3.723
2 C 0.687 3.956 -3.587
3 Ir -1.319 -0.140 -1.492
4 O -1.756 2.585 -0.258
5 C -1.483 1.715 -1.035
6 C -2.953 -0.327 -0.551
7 O -4.097 -0.436 -0.296
8 C -2.024 -3.095 -0.782
9 O -1.407 -4.056 -1.095
10 C -2.203 -0.259 -3.113
11 O -2.674 -0.224 -4.176
12 H -0.808 1.608 -1.978
13 N 2.871 -0.465 3.227
14 C 1.936 -0.559 2.227
15 C 2.141 0.240 1.065
16 C 1.174 0.294 0.062
17 N 0.003 -0.373 0.195
18 C -0.243 -1.195 1.253
19 C 0.702 -1.272 2.296
20 H 3.683 0.147 3.091
21 H 2.683 -0.979 4.096
22 H 3.021 0.855 0.928
23 H 1.244 0.886 -0.873
24 H -1.199 -1.775 1.316
25 H 0.499 -1.874 3.200

The following is a quantum chemistry calculation of a single C4H5NOS molecule, from the OMol25 dataset.

Lowest unoccupied orbital energy = 0.679 eV
Energy above the lowest of the compared OMol25 structures with the same formula, charge and spin = 512.6 kJ/mol
Net charge = 0

Cartesian coordinates (Å):
1 S -2.201 -0.703 0.032
2 C -0.955 0.795 -0.103
3 C 0.360 0.728 0.579
4 C 0.938 -0.567 0.926
5 N 1.063 -1.395 -0.064
6 O 0.532 -0.808 -1.168
7 C 0.285 0.572 -0.823
8 H -1.116 -1.886 -0.294
9 H -1.439 1.746 -0.293
10 H 0.636 1.739 1.048
11 H 1.238 -1.276 1.910
12 H 0.660 1.056 -1.750

The following is a quantum chemistry calculation of a molecular structure, C6H16N2O4SrY, from the OMol25 dataset.

Lowest unoccupied orbital energy = -13.384 eV
Net charge = +3

Cartesian coordinates (Å):
1 Sr -2.180 -0.375 -2.954
2 Y 0.817 -1.638 -4.217
3 O -0.018 -1.158 -2.273
4 H 0.396 -0.721 -1.512
5 O -1.271 -2.150 -4.504
6 H -1.797 -2.808 -4.979
7 C -1.809 0.634 0.505
8 O -2.326 0.323 -0.636
9 N -1.720 1.824 0.957
10 C -1.363 2.076 2.390
11 C -2.267 2.961 0.243
12 H -1.454 -0.131 1.199
13 H -0.666 2.904 2.462
14 H -0.900 1.191 2.821
15 H -2.272 2.265 2.958
16 H -2.659 2.670 -0.724
17 H -3.056 3.424 0.836
18 H -1.493 3.720 0.104
19 C 1.229 -2.016 1.559
20 O 0.461 -1.475 2.313
21 N 2.177 -1.345 0.819
22 C 2.887 -2.016 -0.215
23 C 2.168 0.089 0.761
24 H 1.267 -3.110 1.430
25 H 3.745 -1.405 -0.505
26 H 2.193 -2.104 -1.092
27 H 3.294 -2.993 0.032
28 H 1.570 0.478 1.574
29 H 3.191 0.452 0.888
30 H 1.855 0.433 -0.242

The following is a quantum chemistry calculation of a molecular structure, C16H19B2F4MgN5O7SSe, from the OMol25 dataset.

Lowest unoccupied orbital energy (spin up / spin down) = -3.760 / -5.570 eV
Energy above the lowest of the compared OMol25 structures with the same formula, charge and spin = 78.6 kJ/mol
Net charge = 0

Cartesian coordinates (Å):
1 Mg -0.690 -0.965 -0.552
2 C 3.077 -3.013 0.614
3 C 2.156 -1.984 0.078
4 N 1.028 -2.316 -0.507
5 O 1.105 -3.582 -0.924
6 B 0.430 -4.497 0.018
7 F 0.926 -4.347 1.465
8 F 0.816 -5.791 -0.386
9 O -1.025 -4.157 0.170
10 N -1.118 -2.798 0.576
11 C -1.305 -2.490 1.836
12 C -1.514 -3.504 2.889
13 C -1.607 -1.086 2.303
14 N -1.338 -0.187 1.371
15 O -1.265 1.112 1.754
16 B 0.124 1.669 1.887
17 F 0.020 3.040 1.863
18 F 0.682 1.241 3.075
19 O 0.944 1.360 0.755
20 N 0.826 0.175 0.285
21 C 2.130 -0.430 0.302
22 C 2.913 0.260 -0.859
23 C -2.115 -0.741 3.669
24 H 3.443 -3.683 -0.180
25 H 2.342 -3.604 1.238
26 H 3.838 -2.581 1.249
27 H -1.427 -4.475 2.497
28 H -2.597 -3.422 3.211
29 H -0.836 -3.319 3.752
30 H 2.678 1.321 -0.934
31 H 2.476 -0.209 -1.713
32 H 4.030 0.037 -0.870
33 H -1.433 -1.005 4.506
34 H -3.078 -1.222 3.845
35 H -2.213 0.358 3.724
36 Se 4.747 -0.459 3.482
37 C 3.530 -0.227 2.372
38 N 2.722 -0.172 1.537
39 C -0.857 5.979 -2.800
40 C -1.181 4.529 -2.708
41 C -1.312 3.807 -3.896
42 C -1.486 2.455 -3.901
43 C -1.551 1.778 -2.689
44 C -1.440 2.471 -1.466
45 C -1.186 3.856 -1.460
46 S -1.657 0.050 -2.913
47 O -2.377 -0.468 -1.664
48 O -2.353 -0.326 -4.102
49 O -0.204 -0.288 -2.802
50 H -1.609 6.584 -2.242
51 H -0.719 6.286 -3.837
52 H 0.119 6.231 -2.309
53 H -1.386 4.440 -4.767
54 H -1.556 1.827 -4.797
55 H -1.604 2.033 -0.479
56 H -1.065 4.450 -0.565

The following is a quantum chemistry calculation of a single C20H22N4OS molecule, from the OMol25 dataset.

Lowest unoccupied orbital energy = 0.706 eV
Energy above the lowest of the compared OMol25 structures with the same formula, charge and spin = 106.8 kJ/mol
Net charge = 0

Cartesian coordinates (Å):
1 C -0.584 0.641 2.923
2 C 0.128 0.844 1.613
3 N 1.352 0.513 1.423
4 N 2.156 0.140 2.414
5 C 2.795 -0.940 2.553
6 S 4.005 -1.042 3.845
7 C 4.266 -2.743 3.493
8 C 5.124 -3.614 4.130
9 C 5.181 -4.928 3.688
10 C 4.391 -5.348 2.631
11 C 3.527 -4.475 1.989
12 C 3.462 -3.158 2.423
13 N 2.671 -2.158 1.909
14 C 1.848 -2.350 0.742
15 C -0.590 1.399 0.474
16 C 0.102 1.792 -0.676
17 C -0.552 2.319 -1.763
18 C -1.947 2.474 -1.771
19 N -2.569 3.068 -2.857
20 C -2.183 2.713 -4.209
21 C -3.066 1.562 -4.717
22 O -4.434 1.897 -4.667
23 C -4.828 2.240 -3.355
24 C -3.978 3.403 -2.828
25 C -2.637 2.082 -0.619
26 C -1.975 1.563 0.474
27 H 0.150 0.428 3.698
28 H -1.279 -0.197 2.858
29 H -1.141 1.535 3.197
30 H 5.734 -3.272 4.951
31 H 5.847 -5.624 4.174
32 H 4.445 -6.374 2.297
33 H 2.916 -4.814 1.168
34 H 2.459 -2.696 -0.095
35 H 1.389 -1.401 0.471
36 H 1.066 -3.088 0.944
37 H 1.176 1.690 -0.687
38 H 0.031 2.642 -2.612
39 H -2.329 3.590 -4.850
40 H -1.139 2.412 -4.252
41 H -2.876 0.667 -4.102
42 H -2.847 1.336 -5.762
43 H -5.881 2.517 -3.417
44 H -4.717 1.367 -2.694
45 H -4.281 3.694 -1.824
46 H -4.119 4.263 -3.493
47 H -3.711 2.167 -0.566
48 H -2.558 1.264 1.331

The following is a quantum chemistry calculation of 4 unconnected molecules or ions with the total composition C27H45F13NO7S, from the OMol25 dataset.

2S+1 = 2
Lowest unoccupied orbital energy (spin up / spin down) = -2.353 / -2.353 eV
⟨S²⟩ = 0.755
Net charge = 0

Cartesian coordinates (Å):
1 C 0.680 -4.058 -1.154
2 C 1.286 -2.498 -1.187
3 C 2.940 -2.704 -1.164
4 C 0.708 -1.827 -2.551
5 C 0.799 -0.172 -2.620
6 C 2.225 0.156 -3.367
7 C 2.869 1.621 -3.088
8 C 4.535 1.646 -2.942
9 F 5.141 0.313 -2.753
10 F 5.003 2.043 -4.331
11 C 5.104 2.841 -1.988
12 F 6.422 3.323 -2.554
13 F 4.189 4.013 -2.301
14 C 5.046 2.695 -0.393
15 F 5.471 4.042 0.160
16 F 3.569 2.704 -0.030
17 C 5.621 1.419 0.384
18 F 4.876 0.125 0.132
19 F 5.275 1.686 1.839
20 S 7.419 1.028 0.365
21 F 7.397 0.915 2.111
22 F 7.965 2.632 0.511
23 F 7.579 0.959 -1.326
24 F 6.998 -0.670 0.373
25 F 9.066 0.536 0.459
26 C 0.638 0.372 -1.097
27 C -0.016 -0.670 -0.019
28 C -1.614 -0.997 -0.242
29 C 0.057 0.116 1.458
30 N 0.874 -1.875 0.114
31 O 1.959 -1.456 0.840
32 H 1.222 -4.566 -0.222
33 H 1.030 -4.656 -2.108
34 H -0.475 -4.089 -0.962
35 H 3.200 -3.271 -2.182
36 H 3.531 -1.684 -1.226
37 H 3.302 -3.404 -0.289
38 H -0.429 -2.121 -2.762
39 H 1.298 -2.205 -3.518
40 H -0.108 0.274 -3.254
41 H 1.979 0.104 -4.536
42 H 2.907 -0.772 -3.166
43 H 2.607 2.287 -4.048
44 H 2.353 2.235 -2.203
45 H 1.673 0.750 -0.694
46 H -0.057 1.342 -1.148
47 H -1.683 -2.183 -0.366
48 H -2.299 -0.703 0.662
49 H -2.056 -0.556 -1.243
50 H 0.019 -0.620 2.368
51 H 0.947 0.881 1.501
52 H -0.937 0.767 1.526
53 O -0.890 -4.713 -3.436
54 C -0.271 -5.098 -4.425
55 O -0.268 -4.361 -5.559
56 C 0.576 -4.617 -6.697
57 C -0.061 -5.633 -7.624
58 C 0.410 -6.435 -4.428
59 H 1.584 -4.904 -6.384
60 H 0.677 -3.663 -7.226
61 H -0.193 -6.600 -7.131
62 H 0.555 -5.780 -8.516
63 H -1.055 -5.298 -7.934
64 H -0.315 -7.208 -4.688
65 H 0.800 -6.628 -3.422
66 H 1.267 -6.489 -5.100
67 O -2.923 0.508 2.606
68 C -2.727 0.949 3.735
69 O -2.759 0.123 4.806
70 C -2.352 0.494 6.136
71 C -3.494 1.150 6.887
72 C -2.546 2.421 3.961
73 H -1.451 1.113 6.114
74 H -2.076 -0.435 6.645
75 H -3.812 2.078 6.406
76 H -3.199 1.376 7.916
77 H -4.366 0.490 6.909
78 H -3.525 2.897 4.040
79 H -2.008 2.840 3.103
80 H -1.947 2.660 4.840
81 O -4.708 3.555 5.201
82 C -5.744 4.073 4.792
83 O -6.716 4.435 5.661
84 C -7.871 5.221 5.313
85 C -8.983 4.340 4.780
86 C -5.994 4.226 3.321
87 H -7.605 6.029 4.625
88 H -8.207 5.702 6.238
89 H -8.687 3.829 3.860
90 H -9.879 4.934 4.572
91 H -9.237 3.563 5.507
92 H -6.407 3.295 2.927
93 H -5.039 4.435 2.827
94 H -6.652 5.058 3.072

The following is a quantum chemistry calculation of a molecular structure, C26H42AgF6O22PS3, from the OMol25 dataset.

Lowest unoccupied orbital energy = -3.938 eV
Energy above the lowest of the compared OMol25 structures with the same formula, charge and spin = 667.9 kJ/mol
Net charge = 0

Cartesian coordinates (Å):
1 Ag 3.516 2.726 -4.282
2 P 0.337 0.252 -1.302
3 F 1.043 -0.906 -0.490
4 F 1.552 1.265 -0.772
5 F 1.134 -0.205 -2.701
6 F -0.286 1.582 -2.084
7 F -0.959 -0.706 -1.640
8 F -0.481 0.780 0.002
9 O -4.957 5.532 4.899
10 C -4.583 5.152 3.799
11 O -3.698 4.234 3.634
12 C -3.440 4.043 2.318
13 C -4.487 4.746 1.565
14 C -4.861 5.863 2.532
15 H -3.481 3.002 1.998
16 H -2.439 4.390 2.063
17 H -5.317 4.049 1.448
18 H -4.157 5.143 0.606
19 H -5.860 6.294 2.476
20 H -4.202 6.729 2.475
21 O 5.190 -1.394 -4.483
22 C 5.202 -2.603 -4.157
23 O 4.898 -3.458 -5.119
24 C 4.649 -4.769 -4.569
25 C 5.066 -4.716 -3.113
26 C 5.348 -3.197 -2.829
27 H 5.152 -5.562 -5.122
28 H 3.602 -5.018 -4.741
29 H 5.946 -5.261 -2.770
30 H 4.288 -5.007 -2.407
31 H 6.409 -3.176 -2.579
32 H 4.835 -2.691 -2.010
33 O -1.232 -1.486 7.527
34 C -0.445 -0.899 6.770
35 O 0.527 -1.569 6.014
36 C 1.231 -0.615 5.208
37 C 1.005 0.727 5.928
38 C -0.339 0.612 6.581
39 H 0.881 -0.483 4.184
40 H 2.287 -0.885 5.208
41 H 1.162 1.581 5.270
42 H 1.752 0.847 6.713
43 H -1.194 0.862 5.953
44 H -0.413 1.163 7.519
45 O 2.401 6.355 -2.512
46 C 1.862 7.032 -1.602
47 O 2.453 8.173 -1.077
48 C 2.011 8.431 0.257
49 C 0.874 7.403 0.497
50 C 0.629 6.548 -0.792
51 H 1.557 9.422 0.289
52 H 2.715 8.252 1.069
53 H -0.026 7.853 0.916
54 H 1.300 6.806 1.304
55 H -0.205 6.863 -1.419
56 H 0.638 5.461 -0.704
57 O 6.096 2.649 -0.893
58 C 6.306 2.240 0.205
59 O 6.815 0.996 0.421
60 C 6.751 0.707 1.816
61 C 5.726 1.647 2.381
62 C 5.905 2.877 1.522
63 H 7.674 0.862 2.375
64 H 6.537 -0.342 2.022
65 H 5.818 1.816 3.454
66 H 4.683 1.355 2.258
67 H 6.654 3.529 1.972
68 H 5.092 3.600 1.454
69 C -1.704 -5.421 -4.013
70 C -2.499 -4.646 -5.083
71 O -3.138 -5.716 -5.755
72 S -2.234 -7.131 -5.768
73 O -1.486 -7.335 -7.003
74 O -3.080 -8.255 -5.370
75 O -1.255 -6.652 -4.576
76 H -2.228 -5.486 -3.060
77 H -0.767 -4.896 -3.825
78 H -1.900 -4.140 -5.841
79 H -3.276 -3.980 -4.710
80 C -5.900 0.380 -2.393
81 C -7.446 0.430 -2.079
82 O -7.987 0.899 -3.320
83 S -6.935 1.254 -4.564
84 O -6.464 2.625 -4.478
85 O -7.461 0.721 -5.820
86 O -5.877 0.251 -3.806
87 H -5.422 -0.517 -1.997
88 H -5.504 1.337 -2.054
89 H -7.675 1.126 -1.272
90 H -7.830 -0.565 -1.855
91 C -0.546 -5.528 2.394
92 C -1.254 -6.165 3.637
93 O -2.266 -6.841 2.980
94 S -1.619 -7.721 1.717
95 O -2.483 -7.950 0.549
96 O -0.757 -8.805 2.212
97 O -0.594 -6.467 1.367
98 H 0.517 -5.317 2.518
99 H -1.113 -4.689 1.991
100 H -1.551 -5.386 4.340
101 H -0.707 -6.919 4.203

The following is a quantum chemistry calculation of a molecular structure, C35H39BrHfN5O7Si2, from the OMol25 dataset.

Lowest unoccupied orbital energy = 2.038 eV
Energy above the lowest of the compared OMol25 structures with the same formula, charge and spin = 49.6 kJ/mol
Net charge = -1

Cartesian coordinates (Å):
1 Hf 1.374 0.758 -0.482
2 O 4.795 2.065 -1.914
3 C 3.778 2.317 -1.305
4 O 3.284 1.627 -0.311
5 C 2.990 3.600 -1.621
6 C 2.211 4.062 -0.388
7 C 1.677 5.484 -0.582
8 C 0.475 5.240 -1.523
9 C 0.601 3.744 -1.789
10 O 1.015 3.247 -0.487
11 C 1.835 3.436 -2.664
12 C 1.647 2.059 -3.316
13 O 1.323 1.995 -4.488
14 O 1.797 1.040 -2.530
15 H 3.719 4.335 -1.959
16 H 2.698 3.862 0.561
17 H 1.366 5.928 0.363
18 H 2.440 6.124 -1.025
19 H -0.467 5.442 -1.014
20 H 0.507 5.825 -2.441
21 H -0.313 3.250 -2.098
22 H 1.919 4.159 -3.473
23 C -1.225 -2.328 0.438
24 Si 0.149 -1.191 1.117
25 C -0.385 -0.668 2.887
26 C 1.467 -2.549 1.515
27 C 1.275 -3.441 2.581
28 C 2.177 -4.451 2.863
29 C 3.313 -4.596 2.071
30 C 3.519 -3.726 1.014
31 C 2.614 -2.696 0.713
32 Si 2.917 -1.528 -0.792
33 C 4.791 -1.204 -0.686
34 C 2.716 -2.689 -2.282
35 H -1.495 -3.081 1.187
36 H -0.840 -2.857 -0.439
37 H -2.136 -1.802 0.140
38 H -1.152 -1.331 3.300
39 H -0.774 0.351 2.898
40 H 0.483 -0.709 3.552
41 H 0.393 -3.340 3.209
42 H 2.001 -5.127 3.694
43 H 4.026 -5.387 2.277
44 H 4.409 -3.847 0.404
45 H 5.359 -2.122 -0.869
46 H 5.065 -0.820 0.300
47 H 5.100 -0.448 -1.410
48 H 3.419 -3.524 -2.194
49 H 2.920 -2.162 -3.217
50 H 1.706 -3.100 -2.343
51 Br -4.710 -5.706 0.546
52 C -5.214 -4.140 -0.391
53 C -6.427 -3.537 -0.106
54 C -6.790 -2.395 -0.801
55 C -5.926 -1.836 -1.733
56 C -4.720 -2.463 -2.027
57 C -4.365 -3.623 -1.358
58 N -6.441 -0.713 -2.480
59 N -5.758 0.282 -2.776
60 C -4.449 0.528 -2.248
61 C -3.477 0.803 -3.176
62 C -2.138 0.979 -2.809
63 C -1.763 0.948 -1.477
64 O -0.519 1.087 -1.130
65 C -2.792 0.834 -0.474
66 N -2.413 0.987 0.819
67 C -3.325 0.904 1.748
68 C -4.692 0.694 1.477
69 C -5.093 0.555 0.182
70 C -4.134 0.601 -0.858
71 H -7.086 -3.962 0.639
72 H -7.745 -1.919 -0.618
73 H -4.051 -2.052 -2.771
74 H -3.424 -4.110 -1.573
75 H -3.758 0.827 -4.223
76 H -1.367 1.108 -3.560
77 H -2.986 1.018 2.773
78 H -5.405 0.654 2.291
79 H -6.137 0.426 -0.053
80 C 3.632 1.842 4.689
81 N 2.838 2.105 3.511
82 C 2.543 1.177 2.561
83 N 3.174 -0.004 2.626
84 O 1.689 1.455 1.703
85 H 3.748 2.768 5.246
86 H 4.636 1.508 4.418
87 H 3.176 1.094 5.344
88 H 2.219 2.897 3.497
89 H 3.971 -0.143 3.217
90 H 2.996 -0.705 1.914

The following is a quantum chemistry calculation of a molecular structure, C17H21N2OSe2Ta, from the OMol25 dataset.

Lowest unoccupied orbital energy (spin up / spin down) = -15.949 / -15.948 eV
Net charge = +4

Cartesian coordinates (Å):
1 Ta -0.525 -0.052 0.489
2 O -1.087 0.200 2.549
3 C -0.712 1.368 3.343
4 C -0.189 2.363 2.334
5 C -0.087 3.722 2.662
6 C 0.518 4.585 1.759
7 C 0.834 4.068 0.482
8 C 0.619 2.740 0.169
9 N 0.100 1.834 1.080
10 H -1.817 -0.252 2.991
11 H 0.129 1.107 3.989
12 H -1.485 1.885 3.913
13 H -0.392 4.129 3.659
14 H 0.620 5.652 1.944
15 H 1.042 4.671 -0.366
16 H 0.652 2.433 -0.852
17 C -1.842 -0.286 -3.147
18 Se -2.484 -0.372 -1.287
19 C -3.180 -2.296 -0.994
20 C -3.144 -2.749 0.497
21 Se -1.275 -2.475 1.378
22 C -0.060 -3.868 0.649
23 H -1.338 0.688 -3.152
24 H -2.680 -0.048 -3.878
25 H -1.202 -1.047 -3.584
26 H -2.639 -2.892 -1.669
27 H -4.229 -2.248 -1.340
28 H -3.226 -3.825 0.607
29 H -3.927 -2.201 1.032
30 H -0.364 -4.853 1.027
31 H 0.998 -3.488 0.863
32 H -0.204 -3.936 -0.432
33 N 5.152 0.161 -3.692
34 C 4.405 -0.086 -2.877
35 C 3.360 -0.243 -1.978
36 C 2.026 0.212 -2.256
37 C 1.048 -0.007 -1.306
38 C 1.281 -0.716 -0.107
39 C 2.588 -1.177 0.193
40 C 3.605 -0.905 -0.723
41 H 1.732 0.792 -3.098
42 H 0.086 0.431 -1.627
43 H 2.755 -1.759 1.186
44 H 4.537 -1.258 -0.429